Record 1
{
  "formula": "C5H8NO2",
  "method": "ωB97M-V/def2-TZVPD",
  "elements": ["N", "C", "O", "O", "H", "H", "C", "C", "C", "C", "H", "H", "H", "H", "H", "H"],
  "positions_angstrom": [[-2.892335, -0.741429, 1.414902], [-1.668192, -0.038036, 1.371359], [-1.671602, 1.094526, 0.838527], [-0.682909, -0.657904, 1.865100], [-2.870336, -1.565923, 1.979175], [-3.723724, -0.179775, 1.369799], [2.498178, -0.849505, 0.107201], [1.441291, -0.072163, -0.156949], [1.180548, 0.405663, -1.514225], [0.213403, 1.263766, -1.870303], [3.147711, -1.161653, -0.703472], [2.717586, -1.099797, 1.136783], [0.774979, 0.361896, 0.580510], [1.888923, 0.072607, -2.273096], [0.294232, 1.655765, -2.882698], [-0.647752, 1.511960, -1.262614]],
  "atomic_forces_ev_per_a": [[-0.11, 0.13, -0.50], [0.97, -0.29, 0.41], [-0.23, 0.11, -0.07], [-0.52, 0.21, -0.09], [-0.19, -0.05, 0.28], [-0.05, -0.11, 0.10], [-0.65, 0.62, 0.20], [0.19, 0.30, -0.53], [-0.17, 0.25, -0.04], [0.52, -0.57, -0.53], [0.08, -0.18, 0.13], [0.16, -0.24, -0.10], [0.05, -0.52, 0.35], [0.11, 0.20, -0.01], [-0.42, -0.06, 0.01], [0.27, 0.20, 0.39]],
  "multiplicity": 1,
  "e_lumo_ev": 4.0,
  "total_charge": -1,
  "relative_energy_kj_mol": 74.7
}

=====

Record 2
{
  "formula": "C5H13N2",
  "method": "ωB97M-V/def2-TZVPD",
  "elements": ["C", "C", "C", "C", "C", "N", "N", "H", "H", "H", "H", "H", "H", "H", "H", "H", "H", "H", "H", "H"],
  "positions_angstrom": [[0.851188, 1.311969, 1.571560], [-0.208582, 0.600645, 0.879172], [-1.111746, 1.383575, 0.030484], [-1.224201, 0.459837, -1.245638], [-1.731386, -0.800541, -1.095191], [-1.332158, -1.942401, -1.746038], [2.907933, -1.095329, 0.317325], [1.736437, 0.736488, 1.827797], [0.476214, 1.805749, 2.487885], [1.244621, 2.069412, 0.881960], [-0.385645, -0.384523, 1.302895], [-0.683165, 2.315042, -0.321788], [-2.049642, 1.490216, 0.606693], [-0.977001, 1.012340, -2.144742], [-2.389372, -0.990878, -0.239327], [-0.902770, -2.689635, -1.190957], [-1.884603, -2.423694, -2.476034], [2.829906, -0.092790, 0.431101], [2.714278, -1.242224, -0.672033], [2.119694, -1.523257, 0.794876]],
  "atomic_forces_ev_per_a": [[1.29, 0.06, -1.82], [0.63, 2.02, 3.01], [0.13, -2.16, -1.87], [-1.72, 1.03, 0.15], [0.03, 0.10, 0.98], [-0.94, -0.95, -0.79], [-1.01, 0.21, -0.60], [-0.40, -0.52, 0.68], [-0.32, -0.01, -0.03], [-0.30, 0.53, 0.42], [-0.44, -0.40, -0.82], [-0.12, 0.29, 0.54], [-0.13, 0.00, -0.20], [0.88, -0.81, -0.35], [0.99, -0.23, 0.73], [-0.33, 0.22, 0.53], [0.70, 0.96, -0.94], [0.38, 0.08, 0.11], [0.48, -0.22, -0.08], [0.21, -0.19, 0.36]],
  "multiplicity": 2,
  "e_lumo_ev": [-11.4, -12.9],
  "total_charge": 2,
  "relative_energy_kj_mol": 624.0
}

=====

Record 3
{
  "formula": "C31H42N4O8S",
  "method": "ωB97M-V/def2-TZVPD",
  "elements": ["C", "C", "O", "N", "C", "C", "O", "C", "C", "C", "N", "C", "S", "C", "C", "C", "C", "O", "C", "C", "C", "C", "C", "C", "C", "O", "H", "H", "H", "H", "H", "H", "H", "H", "H", "H", "H", "H", "C", "O", "C", "C", "N", "C", "C", "O", "C", "H", "H", "H", "H", "H", "H", "H", "H", "H", "H", "H", "H", "H", "H", "H", "C", "O", "C", "C", "N", "C", "C", "O", "C", "H", "H", "H", "H", "H", "H", "H", "H", "H", "H", "H", "H", "H", "H", "H"],
  "positions_angstrom": [[5.258780, 1.314837, 2.186668], [5.087718, 2.671281, 1.489009], [6.029908, 3.433558, 1.506667], [3.872173, 3.000794, 0.788803], [4.193797, 4.053654, -0.211746], [4.312308, 5.520986, 0.176112], [4.331824, 3.712139, -1.355810], [2.825658, 3.446959, 1.648135], [1.716870, 4.059909, 1.092922], [0.671460, 4.558466, 1.831822], [-0.419647, 5.214881, 1.165330], [-1.329090, 4.462615, 0.840608], [-2.547686, 3.487841, 0.860700], [0.712133, 4.443546, 3.208606], [1.804725, 3.802353, 3.762237], [2.847853, 3.301478, 3.030501], [1.816104, 3.706077, 5.274766], [2.224336, 2.745864, 5.886114], [1.300593, 4.953040, 5.962632], [1.924813, 5.423351, 7.091841], [1.432435, 6.588167, 7.651324], [0.370435, 7.254031, 7.093243], [-0.258235, 6.763333, 5.965044], [0.218744, 5.608795, 5.400743], [-0.349470, 4.990242, 4.141484], [-1.533883, 4.927735, 3.902569], [4.622251, 0.534423, 1.765150], [6.303177, 1.047415, 2.000371], [5.158082, 1.441134, 3.266281], [4.312408, 5.640365, 1.263186], [3.403997, 6.024704, -0.182139], [5.157034, 5.995024, -0.320246], [1.683573, 4.184408, 0.011884], [3.650894, 2.813284, 3.567556], [2.764151, 4.858199, 7.483017], [1.949182, 6.965065, 8.530046], [0.037447, 8.175939, 7.559647], [-1.087103, 7.308390, 5.524638], [-3.899119, 1.812262, -2.726008], [-3.324079, 0.908784, -1.800310], [-4.205111, 0.534019, -0.746834], [-4.564023, -0.935057, -0.853063], [-5.433298, -1.180287, -1.998859], [-5.632869, -2.597332, -2.295141], [-4.414991, -3.397410, -2.751677], [-3.911622, -3.008119, -4.019015], [-2.978753, -1.942953, -3.991796], [-3.116931, 2.124486, -3.416665], [-4.700348, 1.337242, -3.301807], [-4.288093, 2.699694, -2.217965], [-5.100430, 1.161823, -0.721793], [-3.661653, 0.692716, 0.189856], [-5.079024, -1.246001, 0.060543], [-3.626540, -1.500959, -0.932187], [-5.033439, -0.736574, -2.815180], [-6.381283, -2.649107, -3.090401], [-6.072104, -3.083592, -1.418582], [-4.737829, -4.435945, -2.868836], [-3.615016, -3.413135, -2.002882], [-2.387342, -1.933485, -3.073862], [-3.480304, -0.980443, -4.123863], [-2.300596, -2.071964, -4.837315], [0.019609, -3.336442, -2.053776], [-0.767564, -4.468357, -2.379743], [-0.756500, -4.791205, -3.769854], [-0.050185, -6.112446, -4.001101], [1.384874, -5.988043, -3.766750], [2.095530, -7.264701, -3.749311], [1.765066, -8.241760, -2.622438], [2.156054, -7.792546, -1.336916], [1.204962, -6.983926, -0.667242], [-0.148126, -3.104938, -1.002354], [1.086035, -3.538293, -2.197635], [-0.271800, -2.468228, -2.651107], [-0.311935, -3.992943, -4.370831], [-1.801468, -4.894234, -4.076863], [-0.218419, -6.432946, -5.033231], [-0.503356, -6.853385, -3.329758], [1.533256, -5.528196, -2.878088], [3.160720, -7.028848, -3.680428], [1.946070, -7.765149, -4.711127], [2.344610, -9.150923, -2.806369], [0.712749, -8.548259, -2.625603], [0.178119, -7.248360, -0.930822], [1.381162, -5.923952, -0.869792], [1.335582, -7.134866, 0.405070]],
  "atomic_forces_ev_per_a": [[-0.03, 0.40, -0.75], [1.08, -0.45, 0.58], [-0.69, -0.13, -0.47], [0.46, 1.21, 0.62], [0.35, 0.12, -1.47], [-0.94, -0.33, 0.58], [-0.02, -0.04, 0.73], [-0.14, -0.57, 0.41], [0.17, 0.13, -1.40], [-0.16, 0.38, -0.06], [0.02, -0.95, -0.62], [-0.33, 0.21, 1.52], [0.16, 0.25, -0.80], [-0.68, 0.39, 0.42], [-0.23, -0.06, 1.32], [0.45, -0.39, -0.02], [0.04, 0.31, 0.11], [0.16, 0.30, -0.32], [0.42, -1.08, -0.60], [-0.12, -0.26, 0.02], [1.11, -0.19, 0.77], [-0.32, 0.61, 0.31], [-0.53, 0.54, -0.03], [-0.19, -0.67, -0.99], [-0.04, 0.17, -0.08], [0.45, 0.26, 0.02], [-0.15, 0.18, 0.35], [-0.17, 0.02, 0.06], [-0.19, -0.20, -0.14], [0.34, 0.11, -0.21], [0.19, -0.09, -0.03], [0.08, -0.31, 0.15], [-0.11, -0.07, 0.14], [-0.05, 0.09, -0.10], [-0.08, 0.22, 0.16], [-0.27, 0.16, -0.07], [-0.06, -0.08, -0.15], [0.02, -0.20, 0.00], [0.15, -0.08, 0.02], [-0.24, 0.15, -0.12], [0.34, -0.22, 0.26], [-0.07, 0.12, -0.32], [0.06, -0.11, 0.20], [-0.07, 0.22, -0.25], [-0.21, -0.33, 0.07], [0.15, 0.06, 0.19], [-0.09, -0.05, -0.33], [0.04, -0.04, 0.04], [-0.09, 0.11, 0.01], [-0.06, 0.00, -0.04], [-0.03, -0.03, -0.15], [-0.04, -0.01, 0.02], [0.00, -0.04, -0.02], [0.07, 0.03, 0.21], [-0.01, 0.03, 0.01], [0.01, -0.09, 0.01], [0.07, 0.01, 0.04], [0.01, 0.01, -0.03], [0.07, 0.14, -0.05], [-0.10, 0.03, 0.07], [0.11, 0.09, 0.13], [-0.01, -0.06, 0.01], [-0.07, -0.17, 0.09], [0.17, 0.31, -0.07], [-0.42, -0.37, -0.01], [0.25, 0.20, 0.21], [-0.14, -0.17, -0.10], [0.13, 0.27, 0.12], [0.24, -0.25, -0.18], [-0.25, 0.00, -0.05], [0.27, 0.01, 0.16], [-0.04, -0.05, -0.01], [0.03, 0.13, -0.07], [0.11, 0.02, -0.02], [0.13, 0.01, 0.11], [0.01, 0.05, -0.04], [0.02, -0.03, 0.01], [-0.20, -0.02, -0.11], [0.00, 0.03, -0.01], [0.01, -0.10, 0.00], [-0.08, -0.01, 0.02], [0.01, 0.01, 0.03], [-0.06, 0.15, 0.06], [0.00, 0.05, -0.08], [-0.19, 0.04, -0.02], [0.02, -0.06, -0.02]],
  "multiplicity": 1,
  "e_lumo_ev": -0.8,
  "total_charge": 0
}

=====

Record 4
{
  "formula": "C31H23AsGeNO11PtS",
  "method": "ωB97M-V/def2-TZVPD",
  "elements": ["Pt", "O", "C", "C", "C", "N", "C", "C", "C", "O", "O", "C", "O", "O", "H", "H", "H", "O", "As", "O", "O", "C", "C", "C", "C", "C", "C", "S", "O", "O", "O", "H", "H", "H", "H", "H", "C", "C", "C", "C", "C", "C", "Ge", "C", "C", "C", "C", "C", "C", "C", "C", "C", "C", "C", "C", "H", "H", "H", "H", "H", "H", "H", "H", "H", "H", "H", "H", "H", "H", "H"],
  "positions_angstrom": [[0.843941, -1.488475, 0.275223], [5.843104, -4.256095, -1.511032], [4.700994, -3.619895, -1.183671], [3.450715, -4.063693, -1.636215], [2.341284, -3.347630, -1.247117], [2.513016, -2.277535, -0.495662], [3.661349, -1.837485, -0.013016], [4.819785, -2.495603, -0.354802], [3.490925, -0.604860, 0.887099], [4.455228, -0.069347, 1.375848], [2.245465, -0.191265, 1.031233], [0.867484, -3.658772, -1.559141], [0.599776, -4.576846, -2.294818], [-0.015544, -2.861527, -0.986979], [5.650873, -5.022869, -2.062501], [3.332141, -4.943228, -2.256762], [5.777979, -2.163863, 0.018177], [1.674435, -1.232488, 4.532000], [0.464782, -1.889050, 3.419481], [-0.784502, -2.539553, 4.234215], [1.292430, -2.683872, 2.203458], [-0.168314, -0.168470, 2.670742], [0.678867, 0.870233, 2.857622], [0.507224, 2.267365, 2.530841], [-0.590213, 2.844411, 2.021122], [-1.816436, 2.112695, 1.654161], [-1.538905, 0.018810, 2.109702], [-2.512673, -1.503516, 1.867941], [-3.162349, -1.020833, 0.448856], [-3.571812, -1.596627, 2.816739], [-1.663642, -2.580727, 1.499571], [1.831890, -1.877550, 5.231983], [1.624316, 0.643805, 3.327941], [1.354262, 2.903818, 2.755470], [-0.607556, 3.919982, 1.896287], [-2.617469, 2.789078, 1.357862], [2.411324, 4.161668, -1.711401], [2.957205, 2.886498, -1.682888], [2.163323, 1.797266, -1.352163], [0.816772, 1.962831, -1.039920], [0.280500, 3.247865, -1.088575], [1.066541, 4.342804, -1.418347], [-0.287617, 0.393274, -0.685175], [-1.346253, 0.106741, -2.315494], [-2.052248, -1.077821, -2.544552], [-2.794259, -1.245842, -3.705232], [-2.846020, -0.235285, -4.656194], [-2.148709, 0.945091, -4.444436], [-1.404826, 1.111319, -3.283476], [-1.692938, 0.827857, 0.801261], [-2.272904, 1.180514, 2.942748], [-3.680721, 1.192576, 3.103965], [-4.662405, 1.162822, 2.098713], [-4.370874, 0.896953, 0.804765], [-3.066096, 0.398874, 0.246525], [3.030760, 5.012128, -1.965779], [4.004934, 2.739598, -1.911908], [2.604831, 0.807948, -1.324166], [-0.773950, 3.408286, -0.880510], [0.630895, 5.333881, -1.450510], [-2.005306, -1.884742, -1.825754], [-3.322129, -2.176455, -3.870412], [-3.421255, -0.372115, -5.563268], [-2.175039, 1.734114, -5.185683], [-0.852297, 2.033997, -3.144364], [-1.747408, 1.386737, 3.867869], [-4.047049, 1.346860, 4.114928], [-5.689045, 1.334966, 2.391888], [-5.185711, 0.900578, 0.087860], [-3.094876, 0.539689, -0.832170]],
  "atomic_forces_ev_per_a": [[-0.11, 0.71, 0.00], [0.00, 0.01, 0.00], [-0.07, 0.01, 0.00], [0.09, 0.01, 0.02], [-0.10, -0.08, -0.06], [-0.15, -0.11, -0.07], [0.02, 0.16, 0.04], [-0.02, 0.00, 0.01], [-0.12, -0.07, -0.02], [0.00, 0.02, -0.06], [0.41, -0.29, 0.12], [-0.19, 0.25, 0.16], [0.03, -0.02, -0.06], [0.48, -0.42, 0.18], [0.00, 0.00, 0.00], [0.01, 0.00, 0.01], [0.01, -0.03, -0.02], [0.07, -0.05, -0.02], [-0.33, -0.03, -0.22], [0.04, -0.02, 0.17], [0.01, -0.02, -0.11], [0.15, 0.02, 0.01], [0.04, -0.01, -0.05], [-0.05, 0.03, -0.02], [0.05, -0.05, -0.05], [-0.06, 0.07, 0.11], [-0.10, 0.06, 0.09], [0.22, -0.10, -0.20], [0.09, 0.04, -0.01], [-0.01, -0.04, 0.05], [-0.30, -0.05, 0.15], [-0.04, 0.02, 0.01], [0.01, -0.04, -0.03], [-0.01, 0.00, 0.02], [0.00, 0.00, -0.02], [0.02, 0.00, -0.04], [0.00, -0.01, 0.00], [0.01, 0.03, -0.01], [0.03, -0.01, 0.03], [0.02, -0.04, 0.03], [-0.06, 0.03, 0.01], [0.01, -0.01, 0.01], [-0.12, 0.08, -0.10], [0.02, 0.06, -0.03], [0.05, -0.05, 0.02], [-0.01, 0.01, -0.01], [0.00, 0.00, 0.01], [-0.03, -0.03, -0.01], [0.04, 0.05, 0.00], [-0.04, 0.05, -0.03], [0.08, -0.05, -0.17], [-0.06, -0.01, 0.05], [0.08, -0.05, -0.04], [-0.06, 0.08, 0.02], [-0.09, -0.12, 0.06], [0.00, 0.00, 0.00], [0.00, 0.00, 0.00], [-0.03, 0.04, -0.02], [-0.01, -0.01, 0.03], [0.00, 0.00, 0.00], [0.03, -0.02, 0.01], [0.00, 0.00, 0.00], [0.00, 0.00, 0.00], [0.00, 0.00, 0.00], [0.00, -0.03, 0.00], [-0.01, 0.01, 0.02], [0.04, 0.00, 0.01], [-0.01, 0.00, -0.02], [0.00, 0.02, 0.00], [0.01, -0.01, 0.01]],
  "multiplicity": 2,
  "e_lumo_ev": [-3.3, -3.4],
  "total_charge": 0,
  "relative_energy_kj_mol": 551.4
}

=====

Record 5
{
  "formula": "C7H14",
  "method": "ωB97M-V/def2-TZVPD",
  "elements": ["C", "C", "C", "C", "C", "C", "C", "H", "H", "H", "H", "H", "H", "H", "H", "H", "H", "H", "H", "H", "H"],
  "positions_angstrom": [[-1.185322, -0.375111, -2.028957], [-0.937923, 0.605777, -1.094707], [-1.262906, 0.444829, 0.376339], [0.075061, 0.816123, 1.011868], [0.349285, 0.193157, 2.375250], [1.054044, 0.441818, -0.108605], [1.571353, -0.819407, -0.323330], [0.046693, -1.281231, -1.957194], [-1.822964, -1.217204, -1.760110], [-1.147658, -0.141434, -3.090836], [-0.707956, 1.613169, -1.435009], [-2.122317, 1.037521, 0.719819], [-1.493295, -0.611037, 0.576772], [0.120628, 1.908438, 1.114989], [0.298456, -0.901137, 2.328221], [1.342680, 0.467867, 2.746712], [-0.394366, 0.527518, 3.108179], [1.576114, 1.267249, -0.589091], [2.524395, -0.924707, -0.837683], [0.784444, -1.414268, -1.488670], [1.331556, -1.637931, 0.356043]],
  "atomic_forces_ev_per_a": [[-0.13, 0.21, 0.10], [-0.13, -0.08, -0.21], [-0.02, -0.05, 0.02], [-0.02, 0.04, 0.02], [0.01, -0.04, 0.04], [0.23, -0.10, -0.01], [0.01, 0.19, 0.18], [0.10, -0.08, 0.05], [0.13, 0.10, -0.03], [0.03, -0.04, 0.15], [0.03, -0.15, 0.05], [0.12, -0.08, -0.06], [0.05, 0.13, -0.03], [-0.01, -0.13, -0.01], [0.01, 0.15, 0.00], [-0.13, -0.04, -0.05], [0.10, -0.05, -0.10], [-0.10, -0.11, 0.06], [-0.19, 0.01, 0.02], [-0.10, -0.03, -0.08], [0.01, 0.14, -0.11]],
  "multiplicity": 1,
  "e_lumo_ev": 1.2,
  "total_charge": 0,
  "relative_energy_kj_mol": 406.4
}

=====

Record 6
{
  "formula": "C3H4P2",
  "method": "ωB97M-V/def2-TZVPD",
  "elements": ["C", "C", "C", "P", "P", "H", "H", "H", "H"],
  "positions_angstrom": [[-1.230896, 0.476311, -0.711153], [-0.652500, -0.553589, -0.058114], [0.732003, -0.318947, 0.397091], [2.356771, -0.484008, -0.379260], [1.740909, 1.266725, 0.450318], [-2.304255, 0.554800, -0.984720], [-0.748813, 1.425861, -0.769844], [-0.884521, -1.548565, 0.017208], [0.991299, -0.818588, 2.038476]],
  "atomic_forces_ev_per_a": [[-1.71, -1.00, 1.09], [1.57, 3.26, -0.86], [2.59, 0.88, 1.77], [0.15, -3.37, -0.95], [-1.91, 1.83, 1.76], [0.89, -0.78, -0.26], [0.53, 0.40, 0.10], [-1.64, -2.09, 0.17], [-0.48, 0.87, -2.82]],
  "multiplicity": 3,
  "e_lumo_ev": [0.0, -2.3],
  "total_charge": 0,
  "relative_energy_kj_mol": 211.8
}

=====

Number 1: molar mass 114.124 u. Number 2: molar mass 101.173 u. Number 3: molar mass 630.764 u. Number 4: molar mass 960.198 u. Number 5: molar mass 98.189 u. Number 6: molar mass 102.013 u.